Entry 1:
The ion C10H18N2 with charge +2 in a non-equilibrium geometry, computed with wB97M-V/def2-TZVPD.

XYZ file:
```
30
Properties=species:S:1:pos:R:3:forces:R:3:nbo_charge:R:1
C -3.7318 -0.3049 -0.0229 -0.7 1.9 -3.1 -0.44
N -2.4186 -0.0406 0.5605 1.1 0.7 -0.8 -0.53
C -1.2468 -0.8633 0.1519 -0.7 0.9 -3.2 -0.25
C -0.0260 -0.0024 0.0380 0.3 1.8 -0.4 -0.06
C 0.0501 1.4030 0.0033 0.8 -3.6 0.3 0.07
C -1.0599 2.3965 0.0927 -1.1 -0.2 -3.4 -0.69
C 1.4702 1.7656 0.0543 -0.5 -2.0 0.8 -0.21
C 2.2929 0.7394 0.3265 -2.6 -1.8 -0.9 0.13
C 3.7062 0.4632 0.3208 2.8 2.6 -0.4 -0.71
C 1.3472 -0.6066 0.3075 1.1 1.9 -1.4 -0.37
C 1.9970 -1.4235 -0.7843 -1.9 -0.5 1.7 0.34
N 2.6334 -2.5411 -0.6896 1.6 0.3 -0.9 -0.61
H -3.6903 -0.3495 -1.1560 0.4 0.1 1.3 0.24
H -4.1672 -1.2078 0.2720 -0.4 -1.3 0.9 0.25
H -4.3841 0.5587 0.1887 0.2 -0.5 0.2 0.25
H -2.0781 0.9619 0.3709 -1.4 -1.7 0.9 0.48
H -2.4686 -0.3225 1.5060 -0.4 1.0 1.8 0.44
H -1.0592 -1.5279 0.8883 0.4 -2.4 2.5 0.22
H -1.6159 -1.4840 -0.7011 0.9 0.7 0.1 0.24
H -0.6959 3.4040 -0.1113 -0.3 0.0 0.2 0.30
H -1.5888 2.3412 1.0095 -0.1 0.6 1.3 0.24
H -1.8899 2.1653 -0.7378 1.8 0.8 1.3 0.24
H 1.7292 2.7518 0.0067 1.0 2.5 -0.2 0.25
H 4.0805 0.3052 -0.6877 -0.2 -0.5 -0.4 0.25
H 4.3710 1.3553 0.5470 -1.1 -0.8 0.3 0.29
H 4.0508 -0.3313 0.9376 0.0 -0.7 0.6 0.24
H 1.4021 -1.0377 1.2764 0.1 -0.7 0.9 0.27
H 1.7287 -1.1384 -1.7630 0.3 0.7 -1.3 0.23
H 2.9034 -2.9826 0.1942 -0.2 0.2 -0.2 0.45
H 3.1711 -2.8627 -1.5407 -1.0 0.1 1.2 0.46
```
Forces are in eV/Å.

Results
Structure (SMILES): C[NH2+]CC1=C(C)C=C(C)[C@@H]1C=[NH2+]
Total energy, eV: -13623.493
LUMO, eV: -7.70
Orbital gap, eV: 8.031
Charge: +2
E_HOMO, eV: -15.74



Entry 2:
A cluster of 2 separate species, C10H18N2O2S in total in a non-equilibrium geometry, computed with wB97M-V/def2-TZVPD.

XYZ file:
```
33
Properties=species:S:1:pos:R:3:forces:R:3:nbo_charge:R:1
C 1.1686 -2.1387 0.1313 0.3 0.0 2.2 -0.19
C 0.4940 -1.2811 2.3246 -1.0 1.1 -0.5 0.13
C 0.1589 -1.4770 -0.4056 -0.2 -0.5 -1.6 -0.06
C 1.4299 -2.2202 1.6379 1.1 1.4 -1.5 -0.51
C -0.5347 -0.4966 0.3551 -0.6 2.3 1.7 -0.18
C -0.1501 -1.6302 -1.8864 3.6 0.8 -0.1 -0.67
C 0.7732 2.0869 1.2665 0.5 -1.9 1.2 -0.72
C -0.3864 2.6370 -0.8667 1.4 -1.3 0.9 -0.70
C 1.7510 1.3497 -1.1007 1.2 -0.4 3.5 -0.70
C 0.6105 1.7256 -0.1724 -0.9 -0.2 0.3 0.33
N -0.3834 -0.4935 1.7712 0.7 -1.5 0.1 -0.44
N -3.1863 -1.2469 0.0263 0.4 -0.4 -0.2 -1.12
O -2.7029 1.0788 0.8140 0.3 -1.4 -0.9 -0.93
O -2.0671 0.3564 -1.5300 -1.1 0.2 1.4 -0.98
S -2.2171 0.0526 -0.1030 1.6 1.2 -0.7 2.27
H 1.8177 -2.6784 -0.4815 0.8 -1.1 -1.0 0.20
H 0.4971 -1.3441 3.4099 -0.1 0.4 0.1 0.18
H 1.1140 -3.1960 1.9559 0.5 -0.9 0.4 0.23
H 2.5669 -2.0290 1.8680 -2.2 -0.4 -0.1 0.23
H -0.7386 -0.7826 -2.0924 -0.6 0.4 -1.2 0.26
H -0.5725 -2.5567 -2.2061 -0.5 -0.6 0.1 0.22
H 0.8768 -1.5200 -2.4447 -1.9 -0.3 0.8 0.21
H 1.4836 2.9378 1.2031 -0.3 -0.3 0.7 0.23
H 1.1697 1.1843 1.9715 -0.5 2.3 -1.8 0.24
H -0.2310 2.3477 1.6969 1.1 0.1 -0.4 0.25
H -0.0411 3.6383 -0.8341 0.9 1.1 -0.2 0.22
H -0.4951 2.2821 -1.8388 -0.5 -0.1 -1.8 0.22
H -1.3039 2.6928 -0.3818 -1.7 -0.3 0.9 0.24
H 2.2726 0.4075 -0.7702 -0.4 0.8 -0.3 0.23
H 2.5135 2.1602 -1.1956 -0.5 -0.4 0.3 0.23
H 1.2994 1.2148 -2.0018 -0.8 -0.6 -2.8 0.22
H -2.9336 -2.0011 -0.6706 -1.3 1.2 1.4 0.43
H -4.0536 -1.0605 0.5501 0.6 -0.8 -0.8 0.44
```
Forces are in eV/Å.

Results
Total energy, eV: -28567.554
LUMO (spin up / spin down), eV: 0.00 / -0.39
Orbital gap (spin up / spin down), eV: 7.373 / 6.890
Charge: 0
E_HOMO (spin up / spin down), eV: -7.37 / -7.28



Entry 3:
An isolated molecule of C10H18N2O5 in a non-equilibrium geometry, computed with wB97M-V/def2-TZVPD.

XYZ file:
```
35
Properties=species:S:1:pos:R:3:forces:R:3:nbo_charge:R:1
C 0.6131 3.2594 1.1206 0.6 -1.9 -1.1 -0.60
C 0.8204 1.7427 0.5791 0.1 0.7 -1.3 -0.23
C 2.2912 1.4170 0.3947 1.9 -2.4 2.3 -0.62
C -0.0220 0.7858 1.5316 -0.5 2.0 -0.3 -0.13
N 0.2390 -0.6443 1.7503 0.1 0.2 0.8 -0.65
C 0.2612 -1.7275 0.8983 -1.0 -1.1 -0.6 0.68
O -0.1857 -2.8374 1.2603 1.6 2.4 -0.5 -0.61
C 0.8162 -1.4508 -0.5682 -2.0 1.6 3.2 -0.14
N 2.1869 -1.7342 -0.7143 1.6 -2.1 0.3 -0.83
C -0.0117 -2.2978 -1.4182 -1.7 1.0 -3.9 -0.38
C -1.5813 -1.8548 -1.3464 1.0 -1.8 1.3 -0.55
C -2.1444 -1.4209 -2.6257 -0.3 2.4 -2.5 0.79
O -2.3333 -2.0248 -3.6501 0.2 -0.5 1.1 -0.56
O -2.3905 -0.0353 -2.7397 0.1 0.3 1.8 -0.74
C -1.4507 1.1418 0.9784 0.1 -1.7 0.0 0.83
O -1.8516 0.7563 -0.1068 0.1 1.2 1.5 -0.65
O -2.1909 1.8333 1.8607 -3.1 -1.3 -0.8 -0.68
H -0.3754 3.5980 0.9040 -0.7 0.3 -0.5 0.21
H 0.6069 3.1866 2.1851 0.7 0.4 0.9 0.20
H 1.3470 3.9807 0.7012 -0.4 -0.7 0.4 0.23
H 0.4113 1.7130 -0.4765 0.0 0.0 1.2 0.22
H 2.6944 1.0617 1.4455 -0.3 1.3 -1.6 0.20
H 2.8454 2.2869 0.0103 -0.1 -0.5 0.2 0.23
H 2.6096 0.4550 -0.1732 -1.2 2.2 0.3 0.22
H -0.0161 1.3010 2.5269 0.3 -0.9 -0.7 0.23
H 0.1271 -0.9928 2.7106 -0.3 0.7 -0.5 0.41
H 0.5029 -0.4016 -0.7556 0.7 -0.5 -0.2 0.21
H 2.9279 -1.2186 -0.2009 -1.3 -0.7 -0.2 0.38
H 2.1968 -2.7537 -0.4560 1.0 1.3 -0.4 0.37
H 0.4086 -2.0813 -2.4633 -0.9 -0.5 1.1 0.23
H 0.0636 -3.3640 -1.2895 0.2 -0.3 0.5 0.23
H -1.7981 -1.0598 -0.6277 0.6 -0.7 -0.1 0.25
H -2.1140 -2.7520 -0.9841 0.1 0.4 -0.3 0.25
H -2.3047 0.5339 -1.8949 0.0 -1.9 -1.7 0.51
H -3.1989 1.5986 1.6335 3.0 1.2 0.5 0.51
```
Forces are in eV/Å.

Results
Structure (SMILES): CC(C)[C@H](NC(=O)[C@@H](N)CCC(=O)O)C(=O)O
Total energy, eV: -23878.473
LUMO, eV: 0.05
Orbital gap, eV: 9.436
Charge: 0
E_HOMO, eV: -9.39



Entry 4:
A cluster of 2 separate species, C10H18N3O in total in a non-equilibrium geometry, computed with wB97M-V/def2-TZVPD.

XYZ file:
```
32
Properties=species:S:1:pos:R:3:forces:R:3:nbo_charge:R:1
C 3.6397 0.0044 -1.7994 1.0 -0.2 -0.9 -0.04
C 2.3536 -0.2021 -1.3490 -0.5 1.9 1.2 -0.18
C 1.9636 1.1034 -1.0299 -3.6 -1.1 0.9 0.15
C 1.7156 -1.5176 -1.1133 0.2 -2.2 0.2 -0.44
C 0.0998 -1.5347 -1.0438 2.4 1.1 2.5 -0.35
C -0.9132 0.5128 -0.0242 3.8 3.4 -0.2 0.79
C -0.5288 -0.8363 0.3196 -0.3 -3.1 -2.5 -0.25
C 0.4414 -0.7720 1.4658 2.5 0.2 1.4 -0.62
C -1.7187 -1.6089 0.8595 -1.4 -0.2 0.4 -0.60
C 0.4345 1.4849 -0.6088 -1.5 1.6 -0.5 -0.56
N 3.9964 1.2669 -1.8868 0.6 0.3 0.4 -0.23
N 2.9655 1.9589 -1.3822 -1.1 -3.3 0.0 -0.33
N -4.0418 1.5911 1.8214 2.8 2.7 -4.1 -0.93
O -1.8890 1.1854 0.2890 0.1 -0.7 -0.6 -0.66
H 4.3033 -0.7815 -2.0834 0.5 -0.1 -0.3 0.21
H 2.0236 -2.1965 -1.9579 -0.7 0.8 0.3 0.25
H 2.3433 -2.1090 -0.2966 -1.9 1.3 -0.8 0.23
H -0.2345 -1.0259 -1.9277 -0.5 0.0 -0.5 0.22
H -0.2203 -2.5457 -0.9538 -0.3 -0.7 -0.5 0.23
H -0.1555 -0.1972 2.2241 1.5 0.3 -0.3 0.21
H 1.5022 -0.4029 1.1191 -2.3 0.0 1.1 0.26
H 0.6824 -1.7288 2.0615 -0.8 0.9 -1.6 0.26
H -2.7397 -1.3756 0.4094 1.4 -0.3 0.3 0.21
H -1.7025 -1.2197 1.8998 -0.9 -0.9 -0.2 0.20
H -1.5712 -2.7167 0.8241 -0.1 1.0 0.2 0.25
H -0.0041 1.9703 -1.5549 0.4 -0.7 1.3 0.25
H 0.2761 2.3090 0.1797 0.9 -1.1 -1.1 0.24
H 2.9970 2.9187 -1.3147 0.1 2.2 0.1 0.41
H -4.0370 2.0638 2.6812 1.1 0.3 1.8 0.44
H -4.4340 0.7240 1.8680 -2.5 -2.6 0.1 0.43
H -4.4071 2.3280 1.1942 -1.1 -1.1 0.1 0.45
H -3.1405 1.3494 1.1100 0.1 0.4 2.1 0.50
```
Forces are in eV/Å.

Results
Total energy, eV: -17170.057
LUMO, eV: -3.43
Orbital gap, eV: 8.011
Charge: +1
E_HOMO, eV: -11.44



Entry 5:
An isolated molecule of C10H18N4O5 in a non-equilibrium geometry, computed with wB97M-V/def2-TZVPD.

XYZ file:
```
37
Properties=species:S:1:pos:R:3:forces:R:3:nbo_charge:R:1
N 6.1538 -1.2513 -0.8520 -1.9 1.1 0.5 -0.85
C 4.8530 -1.3457 -0.2497 2.2 -1.8 -0.5 0.69
O 4.4990 -2.4336 0.1721 -0.1 0.7 -0.1 -0.60
C 4.0513 -0.0938 -0.1054 -1.0 -0.4 0.5 -0.51
C 2.5969 -0.4134 0.3015 0.1 -0.3 -1.0 -0.40
C 1.7637 0.7681 0.7751 0.4 0.2 -0.1 -0.16
N 0.3458 0.5419 0.9553 -0.7 -0.3 2.7 -0.61
C -0.5490 0.0498 0.1110 -1.0 -1.0 -0.9 0.69
O -0.3213 -0.0956 -1.0878 0.0 0.4 -0.4 -0.68
C -1.9164 -0.4965 0.7056 2.1 -0.3 1.3 -0.12
N -1.9365 -0.1665 2.1440 -0.7 -0.1 0.1 -0.86
C -3.1269 -0.1100 -0.0965 0.3 -0.6 -1.3 -0.43
C -4.3906 -0.8968 0.2561 0.0 1.0 -0.7 -0.50
C -5.5724 -0.2677 -0.4953 -1.0 -1.5 0.4 0.69
N -6.5979 -1.1084 -0.9427 1.4 0.8 0.4 -0.84
O -5.6619 0.9237 -0.6346 0.2 0.6 -0.3 -0.60
C 2.0381 1.9715 -0.0568 0.7 1.7 -0.1 0.78
O 2.7655 2.8569 0.3499 -0.4 -0.7 -0.4 -0.59
O 1.4960 2.0291 -1.2639 -0.6 -0.4 -0.5 -0.68
H 6.6321 -2.1173 -1.0191 -0.1 -0.2 0.0 0.40
H 6.3375 -0.4997 -1.5123 -0.1 -0.3 0.4 0.39
H 4.5129 0.5402 0.6236 0.5 0.5 0.4 0.25
H 4.0607 0.4167 -1.0412 0.0 0.7 -0.7 0.23
H 2.1446 -0.9092 -0.5566 -0.3 0.1 -0.1 0.23
H 2.5738 -1.1413 1.0751 0.2 -0.7 0.7 0.23
H 2.1291 1.0847 1.7391 0.1 -0.1 0.4 0.23
H 0.0285 0.4874 1.9503 0.2 0.1 -1.3 0.44
H -1.7050 -1.5936 0.7227 -0.4 0.6 -0.6 0.21
H -2.4229 0.7153 2.2440 -0.1 0.1 0.3 0.36
H -2.4452 -0.8672 2.6984 0.3 0.5 -0.4 0.37
H -3.3840 0.9306 -0.0829 0.2 0.8 0.6 0.24
H -2.8324 -0.2493 -1.1675 -0.5 -0.3 0.7 0.25
H -4.2158 -1.9142 0.0270 -0.2 -1.3 -0.5 0.21
H -4.6377 -0.8812 1.3113 0.0 0.3 0.4 0.22
H -6.7264 -2.0296 -0.5675 0.0 -0.1 -0.1 0.39
H -7.3731 -0.5966 -1.3206 -0.3 -0.2 0.0 0.40
H 0.8608 1.2769 -1.4155 0.4 0.2 0.1 0.51
```
Forces are in eV/Å.

Results
Structure (SMILES): NC(=O)CC[C@H](NC(=O)[C@@H](N)CCC(N)=O)C(=O)O
Total energy, eV: -26862.012
LUMO, eV: 0.41
Orbital gap, eV: 10.205
Charge: 0
E_HOMO, eV: -9.80



Entry 6:
A cluster of 2 separate species, C10H18O2S in total in a non-equilibrium geometry, computed with wB97M-V/def2-TZVPD.

XYZ file:
```
31
Properties=species:S:1:pos:R:3:forces:R:3:nbo_charge:R:1
C -0.1707 1.5228 -0.0467 0.2 0.0 1.5 -0.13
C 0.1088 0.2742 -0.2363 2.1 -2.9 -0.8 0.25
C -1.4883 1.8253 0.7165 -0.4 -2.4 -0.6 -0.41
C -2.5783 0.7082 0.4438 3.3 1.5 4.3 -0.38
C -1.9754 -0.6186 0.8377 -0.7 -0.7 0.6 -0.40
C -0.6798 -0.9775 0.0906 0.8 -0.5 -1.3 -0.16
C 0.8409 2.5868 -0.2842 -0.8 0.4 -1.3 -0.64
C -0.9656 -1.6912 -1.2610 -0.1 1.7 1.1 -0.60
C 0.1036 -1.9420 0.9901 -5.1 0.2 0.5 -0.58
C 2.0280 -0.3227 -1.1712 -3.4 3.1 0.4 -0.75
O 3.6562 1.1173 0.3954 -0.6 -0.8 -0.2 -0.94
O 3.1000 -1.2432 1.0299 0.2 0.4 -0.7 -0.92
S 3.2970 -0.2366 0.0153 2.1 0.1 -1.8 2.01
H -1.4366 1.7297 1.8174 0.8 1.0 -0.5 0.22
H -1.9988 2.6753 0.3418 0.2 1.5 0.1 0.21
H -3.3286 1.0563 1.1359 -0.9 -0.5 -0.1 0.21
H -2.8333 0.8393 -0.5202 -1.3 -0.3 -3.4 0.20
H -1.6785 -0.8210 1.9160 -0.9 1.3 -0.9 0.22
H -2.8286 -1.2939 0.6767 0.7 -0.8 -0.2 0.22
H 0.6678 3.2057 0.5826 0.3 1.2 -0.2 0.22
H 0.4685 3.0153 -1.2830 1.1 0.3 1.5 0.22
H 1.9064 2.2627 -0.2848 -1.1 0.1 -0.3 0.26
H -0.1424 -2.1676 -1.7099 1.0 -0.8 -0.3 0.20
H -1.3563 -0.9991 -1.9521 0.0 1.5 -1.1 0.21
H -1.8162 -2.2773 -1.2156 -1.3 -2.2 0.7 0.21
H -0.7055 -2.7046 1.2704 1.5 0.8 0.2 0.20
H 0.6346 -1.5083 1.7698 0.2 1.0 2.0 0.23
H 0.8192 -2.4129 0.5095 3.3 -2.5 -2.8 0.20
H 2.1649 0.3011 -2.1156 0.1 -0.5 1.7 0.25
H 1.8128 -1.3065 -1.4603 -0.1 -1.5 0.0 0.23
H 4.3745 -0.5972 -0.9983 -1.4 0.1 2.0 -0.05
```
Forces are in eV/Å.

Results
Total energy, eV: -25586.718
LUMO, eV: 0.52
Orbital gap, eV: 9.947
Charge: 0
E_HOMO, eV: -9.43



The records above give, respectively, energy above the lowest of the compared OMol25 structures with the same formula, charge and spin values of 8.7 115.0 76.5 115.7 13.8 131.7 kcal per mole.